No. 1
{"formula": "C15H37FGaN2O2S", "method": "ωB97M-V/def2-TZVPD", "symbols": ["C", "C", "O", "O", "C", "Ga", "F", "S", "H", "H", "H", "H", "H", "H", "H", "C", "C", "N", "C", "C", "C", "C", "H", "H", "H", "H", "H", "H", "H", "H", "H", "H", "H", "H", "H", "H", "H", "C", "C", "N", "C", "C", "C", "C", "H", "H", "H", "H", "H", "H", "H", "H", "H", "H", "H", "H", "H", "H", "H"], "coordinates": [[0.114, 6.986, 1.394], [1.369, 6.198, 1.108], [1.807, 6.123, -0.033], [2.010, 5.587, 2.107], [1.313, 5.387, 3.371], [-0.253, 4.089, 3.335], [-1.814, 5.041, 3.440], [-0.160, 2.866, 5.318], [0.095, 7.818, 0.707], [0.064, 7.367, 2.404], [-0.739, 6.336, 1.237], [0.994, 6.329, 3.808], [2.062, 4.989, 4.046], [-0.329, 3.145, 2.063], [1.161, 2.847, 5.530], [-0.858, -3.605, 3.167], [-1.440, -2.266, 2.737], [-0.562, -1.149, 3.006], [-1.208, 0.150, 2.861], [-1.705, 0.547, 1.466], [0.773, -1.250, 2.451], [0.903, -1.412, 0.930], [-0.574, -3.584, 4.220], [-1.602, -4.392, 3.028], [0.019, -3.881, 2.580], [-2.360, -2.096, 3.302], [-1.736, -2.335, 1.676], [-0.533, 0.924, 3.227], [-2.061, 0.172, 3.545], [-0.886, 0.838, 0.810], [-2.361, 1.414, 1.551], [-2.274, -0.253, 0.984], [1.279, -2.093, 2.930], [1.332, -0.368, 2.767], [0.192, -2.138, 0.530], [1.907, -1.766, 0.679], [0.756, -0.468, 0.408], [1.040, -1.450, -6.198], [0.247, -2.476, -5.402], [0.881, -2.841, -4.151], [0.287, -4.005, -3.522], [-1.163, -3.905, -3.030], [1.203, -1.735, -3.263], [0.059, -0.822, -2.809], [2.059, -1.797, -6.372], [0.563, -1.287, -7.165], [1.087, -0.485, -5.693], [0.165, -3.386, -6.003], [-0.779, -2.100, -5.266], [0.925, -4.299, -2.684], [0.349, -4.828, -4.242], [-1.245, -3.316, -2.118], [-1.541, -4.904, -2.803], [-1.822, -3.469, -3.781], [1.961, -1.119, -3.752], [1.704, -2.148, -2.384], [-0.604, -0.548, -3.631], [0.467, 0.104, -2.401], [-0.541, -1.277, -2.023]], "atomic_forces_ev_per_a": [[0.379, -0.079, 0.176], [0.508, -0.174, -1.131], [-0.202, 0.120, 1.138], [-0.339, 0.246, -0.158], [-0.317, -0.357, 0.200], [0.246, -0.071, 0.009], [0.066, 0.000, 0.009], [-0.227, 0.033, 0.144], [-0.123, 0.067, -0.318], [-0.074, 0.002, 0.219], [-0.272, -0.065, -0.002], [0.082, 0.305, -0.035], [0.272, -0.100, -0.024], [-0.019, 0.054, -0.038], [0.076, 0.104, -0.160], [-0.032, -0.047, -0.024], [0.032, -0.081, -0.050], [-0.040, 0.095, 0.055], [-0.157, 0.161, -0.034], [-0.035, -0.052, -0.020], [0.196, -0.112, 0.014], [0.126, 0.041, -0.065], [0.034, 0.036, 0.003], [-0.006, -0.001, 0.003], [0.006, 0.003, -0.002], [-0.031, 0.073, -0.034], [-0.025, -0.033, 0.009], [0.059, -0.101, 0.010], [0.016, -0.109, 0.035], [-0.001, -0.011, -0.026], [0.021, 0.030, 0.016], [0.014, -0.011, 0.017], [-0.055, -0.026, -0.010], [-0.077, 0.072, -0.004], [-0.015, -0.013, 0.028], [-0.001, -0.002, 0.019], [-0.075, -0.018, -0.026], [-0.023, 0.021, -0.035], [-0.029, 0.082, -0.059], [0.052, -0.088, 0.040], [-0.023, -0.169, 0.006], [0.011, -0.055, 0.067], [0.082, 0.210, 0.059], [0.039, 0.008, 0.101], [0.019, -0.005, 0.041], [-0.003, -0.003, -0.009], [0.000, 0.005, 0.007], [-0.044, -0.048, 0.051], [-0.002, 0.004, -0.027], [0.022, 0.059, 0.021], [-0.010, 0.046, -0.052], [-0.008, 0.054, -0.021], [0.013, -0.004, -0.004], [0.008, 0.016, -0.020], [-0.025, -0.022, -0.063], [-0.048, -0.072, 0.014], [0.019, -0.018, -0.032], [0.008, -0.001, 0.012], [-0.066, 0.002, -0.037]], "nbo_charge": [-0.7404, 0.8013, -0.6280, -0.5097, -0.5720, 1.2810, -0.7664, -0.6845, 0.2267, 0.2233, 0.2601, 0.1732, 0.1921, -0.3756, 0.1245, -0.6152, -0.2080, -0.4499, -0.2225, -0.6369, -0.2148, -0.6409, 0.2090, 0.2017, 0.1974, 0.1940, 0.1495, 0.2359, 0.1860, 0.2041, 0.2244, 0.1847, 0.1794, 0.2092, 0.1934, 0.2020, 0.2119, -0.6157, -0.2110, -0.4536, -0.2031, -0.6361, -0.2181, -0.6406, 0.2081, 0.2072, 0.2068, 0.1892, 0.1575, 0.1921, 0.1820, 0.2071, 0.2066, 0.2024, 0.1907, 0.1992, 0.1997, 0.2223, 0.2073], "charge": -1}

=====

No. 2
{"formula": "C15H37N2O6S", "method": "ωB97M-V/def2-TZVPD", "symbols": ["C", "C", "C", "N", "S", "C", "N", "C", "C", "O", "C", "O", "C", "C", "O", "H", "H", "H", "H", "H", "H", "H", "H", "H", "H", "H", "H", "H", "H", "H", "H", "H", "H", "H", "H", "H", "H", "H", "C", "O", "C", "C", "O", "C", "C", "O", "C", "H", "H", "H", "H", "H", "H", "H", "H", "H", "H", "H", "H", "H", "H"], "coordinates": [[5.767, -0.853, -2.605], [6.013, -0.673, -1.103], [4.842, -0.112, -0.302], [3.531, -0.651, -0.741], [3.124, -2.095, -0.022], [2.965, -3.206, -1.426], [1.917, -2.980, -2.394], [2.400, -3.166, -3.774], [1.471, -1.826, 0.726], [0.426, -2.051, -0.130], [-0.447, -0.970, -0.413], [-0.004, -0.223, -1.497], [0.588, 1.035, -1.209], [1.500, 1.413, -2.350], [2.318, 2.498, -1.957], [4.719, -0.753, -2.866], [6.322, -0.128, -3.187], [6.085, -1.837, -2.931], [6.838, 0.018, -0.967], [6.329, -1.609, -0.653], [5.003, -0.322, 0.752], [4.786, 0.967, -0.393], [2.779, 0.022, -0.656], [2.929, -4.206, -0.997], [3.964, -3.084, -1.855], [1.519, -2.058, -2.292], [3.150, -3.948, -3.797], [2.817, -2.256, -4.199], [1.572, -3.491, -4.391], [1.510, -0.804, 1.105], [1.435, -2.501, 1.575], [-1.393, -1.419, -0.685], [-0.601, -0.336, 0.462], [1.140, 1.015, -0.266], [-0.179, 1.796, -1.086], [0.892, 1.706, -3.202], [2.094, 0.556, -2.661], [3.239, 2.240, -2.007], [-5.193, 1.071, 5.513], [-4.853, 1.544, 4.228], [-3.506, 1.958, 4.152], [-3.101, 2.184, 2.715], [-2.793, 0.987, 2.005], [-3.912, 0.211, 1.583], [-4.645, 0.786, 0.393], [-5.521, 1.814, 0.799], [-6.014, 2.558, -0.294], [-5.045, 1.845, 6.274], [-6.243, 0.793, 5.492], [-4.596, 0.190, 5.780], [-2.849, 1.199, 4.599], [-3.378, 2.898, 4.708], [-2.172, 2.759, 2.719], [-3.860, 2.765, 2.189], [-4.600, 0.028, 2.409], [-3.490, -0.750, 1.277], [-5.222, -0.015, -0.091], [-3.914, 1.174, -0.331], [-5.199, 3.062, -0.828], [-6.694, 3.308, 0.102], [-6.559, 1.919, -0.998]], "atomic_forces_ev_per_a": [[0.005, 0.026, 0.072], [-0.135, 0.029, -0.161], [0.130, -0.088, -0.079], [-0.173, 0.017, 0.416], [0.451, 0.077, -0.082], [-0.370, -0.092, -0.354], [0.436, 0.124, 0.068], [-0.262, 0.055, 0.252], [-0.344, 0.115, -0.056], [-0.157, -0.204, 0.117], [-0.325, 0.435, -0.153], [0.264, -0.152, -0.183], [-0.180, 0.061, 0.142], [-0.003, 0.073, -0.262], [-0.023, 0.069, 0.198], [-0.179, 0.023, -0.025], [0.075, 0.133, -0.123], [0.089, -0.138, -0.108], [0.225, 0.026, 0.197], [0.022, -0.201, 0.059], [0.008, 0.067, 0.216], [-0.138, 0.195, -0.173], [-0.028, 0.037, -0.148], [-0.107, -0.160, 0.214], [0.247, 0.018, 0.016], [-0.259, 0.030, 0.035], [0.118, -0.150, -0.032], [0.190, 0.112, -0.068], [-0.136, -0.036, -0.141], [0.132, 0.129, 0.117], [0.110, -0.307, 0.070], [-0.067, -0.270, -0.078], [0.114, 0.017, 0.224], [0.166, -0.051, 0.155], [-0.168, 0.093, 0.075], [-0.030, 0.065, -0.169], [0.077, -0.202, -0.031], [0.119, 0.085, -0.142], [-0.044, 0.053, -0.007], [0.067, -0.130, -0.053], [-0.136, 0.015, 0.033], [0.144, 0.086, -0.002], [-0.034, -0.057, -0.065], [0.126, -0.103, -0.048], [-0.164, 0.037, 0.046], [0.136, 0.077, 0.004], [-0.061, -0.028, 0.025], [0.016, -0.015, 0.010], [-0.012, 0.008, -0.004], [0.015, 0.026, 0.023], [0.038, 0.019, 0.012], [0.057, -0.028, 0.026], [0.007, -0.011, -0.020], [-0.074, -0.037, 0.043], [-0.057, 0.092, -0.009], [0.005, -0.007, 0.026], [0.062, -0.002, -0.057], [0.019, -0.034, -0.029], [-0.008, -0.026, -0.024], [-0.011, 0.000, 0.010], [0.016, 0.007, -0.015]], "nbo_charge": [-0.6306, -0.4291, -0.2227, -0.8062, 1.0082, -0.3621, -0.6214, -0.4180, -0.1945, -0.5151, 0.2170, -0.5442, -0.0853, -0.0916, -0.7089, 0.2054, 0.2304, 0.2221, 0.2366, 0.2079, 0.2032, 0.2143, 0.4112, 0.2364, 0.2283, 0.3811, 0.2005, 0.1862, 0.2239, 0.2169, 0.2365, 0.2024, 0.1728, 0.1433, 0.2069, 0.1960, 0.1651, 0.4732, -0.2485, -0.5425, -0.0926, -0.0939, -0.5583, -0.0917, -0.0923, -0.5400, -0.2488, 0.1696, 0.1998, 0.1629, 0.1672, 0.1742, 0.1834, 0.2054, 0.2101, 0.1727, 0.1731, 0.1617, 0.1622, 0.2018, 0.1690], "charge": 1}

=====

Number 1: HOMO energy -5.13 eV, HOMO-LUMO gap 7.59 eV. Number 2: HOMO energy -11.28 eV, HOMO-LUMO gap 8.73 eV.